# 1
Formula: C28H58BrINOPSi3Tl
Source: the Open Molecules 2025 dataset
Level of theory: the ωB97M-V functional and the def2-TZVPD basis

```
95
Properties=species:S:1:pos:R:3
Tl 0.46 0.19 -0.56
C -1.73 -2.51 -1.86
O -0.50 -1.82 -1.93
Si 0.94 -2.49 -2.47
C 0.83 -3.00 -4.30
C 1.26 -4.11 -1.53
C 2.09 -0.99 -2.13
Si 2.37 0.28 -3.55
C 2.36 2.08 -2.88
C 0.96 0.22 -4.84
C 4.07 -0.02 -4.36
Si 3.48 -1.28 -0.82
C 2.87 -2.30 0.67
C 4.95 -2.17 -1.64
C 4.06 0.40 -0.11
H -2.03 -2.86 -2.85
H -2.49 -1.83 -1.49
H -1.66 -3.36 -1.18
H 0.56 -4.06 -4.37
H 1.78 -2.89 -4.81
H 0.08 -2.45 -4.86
H 0.69 -4.91 -1.99
H 0.97 -4.06 -0.49
H 2.31 -4.40 -1.57
H 1.38 2.36 -2.50
H 2.62 2.77 -3.68
H 3.08 2.23 -2.08
H 0.03 -0.11 -4.39
H 1.19 -0.45 -5.66
H 0.79 1.20 -5.27
H 4.87 0.35 -3.73
H 4.13 0.51 -5.30
H 4.26 -1.07 -4.55
H 3.01 -3.37 0.52
H 1.81 -2.14 0.88
H 3.43 -2.03 1.56
H 4.64 -3.03 -2.23
H 5.64 -2.52 -0.88
H 5.51 -1.51 -2.30
H 3.23 1.00 0.25
H 4.61 0.98 -0.84
H 4.73 0.23 0.73
C 0.79 1.98 3.36
C 0.43 0.58 3.86
C 0.01 0.68 5.33
C 1.69 -0.28 3.70
P -0.91 -0.15 2.66
N -0.30 -0.70 1.33
C -2.28 1.18 2.31
C -3.34 0.44 1.49
C -2.91 1.83 3.53
C -1.71 2.28 1.40
C -1.69 -1.73 3.42
C -0.56 -2.57 4.02
C -2.30 -2.56 2.30
C -2.74 -1.45 4.50
H 1.70 2.32 3.85
H 0.01 2.70 3.59
H 0.98 1.96 2.28
H 0.80 1.18 5.89
H -0.16 -0.29 5.78
H -0.90 1.28 5.43
H 2.57 0.29 4.00
H 1.81 -0.56 2.65
H 1.66 -1.18 4.30
H -3.94 -0.21 2.11
H -2.86 -0.15 0.71
H -4.01 1.15 1.01
H -3.32 1.11 4.22
H -3.72 2.48 3.20
H -2.19 2.45 4.07
H -1.08 1.86 0.62
H -1.13 3.01 1.95
H -2.53 2.80 0.91
H 0.23 -2.70 3.28
H -0.95 -3.55 4.29
H -0.15 -2.12 4.92
H -1.58 -2.65 1.48
H -3.22 -2.15 1.90
H -2.52 -3.56 2.68
H -2.36 -0.77 5.26
H -2.99 -2.39 4.99
H -3.65 -1.05 4.07
Br -5.25 2.59 -1.45
C -4.04 3.65 -2.44
C -4.41 4.95 -2.76
C -3.54 5.76 -3.48
C -2.31 5.28 -3.87
C -1.93 3.98 -3.55
C -2.80 3.17 -2.84
I -2.24 1.15 -2.44
H -5.37 5.32 -2.44
H -3.84 6.76 -3.74
H -1.64 5.91 -4.43
H -0.97 3.61 -3.86
```

Results
gap between HOMO and LUMO (alpha / beta) = 6.119 / 6.725 eV
energy relative to the best compared isomer or geometry (same formula, charge and spin) = 147.4 kJ/mol
total charge = +1



# 2
Formula: C5H9N4O
Source: the Open Molecules 2025 dataset
Level of theory: the ωB97M-V functional and the def2-TZVPD basis

```
19
Properties=species:S:1:pos:R:3
C 2.84 0.47 1.38
C 2.00 1.51 1.63
C 2.11 -0.48 0.64
C -2.11 -0.54 -1.63
C -0.11 -0.57 -0.24
N 0.78 1.23 1.09
N 1.48 0.08 -2.06
N 0.82 -0.03 0.56
N -1.25 0.02 -0.61
O 2.46 -0.03 -1.46
H 3.87 0.38 1.67
H 2.17 2.43 2.15
H 2.36 -1.51 0.45
H -2.97 -1.04 -1.18
H -2.48 0.26 -2.28
H -1.56 -1.26 -2.24
H 0.03 -1.61 -0.51
H -0.08 1.72 1.27
H -1.38 1.01 -0.43
```

Results
gap between HOMO and LUMO (alpha / beta) = 6.811 / 6.765 eV
energy relative to the best compared isomer or geometry (same formula, charge and spin) = 509.6 kJ/mol
total charge = +1



# 3
Formula: C27H27AsAu
Source: the Open Molecules 2025 dataset
Level of theory: the ωB97M-V functional and the def2-TZVPD basis

```
56
Properties=species:S:1:pos:R:3
Au 0.53 -0.50 1.43
C -3.62 2.35 2.77
C -2.57 1.28 3.06
C -2.74 -0.03 2.56
C -1.79 -1.02 2.73
C -2.09 -2.49 2.41
C -0.49 -0.64 3.23
C -0.45 0.57 4.04
C 0.64 0.79 5.10
C -1.45 1.52 3.87
H -3.22 3.36 3.01
H -4.51 2.14 3.38
H -3.92 2.32 1.71
H -3.66 -0.27 2.02
H -1.28 -3.19 2.61
H -2.41 -2.61 1.34
H -2.97 -2.81 3.01
H 0.15 -1.47 3.61
H 1.55 1.22 4.62
H 0.93 -0.15 5.60
H 0.29 1.49 5.87
H -1.35 2.51 4.35
C 4.09 -2.91 -3.21
C 4.01 -2.95 -1.82
C 3.05 -2.18 -1.15
C 2.17 -1.38 -1.86
C 2.22 -1.38 -3.26
C 3.16 -2.16 -3.92
As 0.93 -0.24 -0.90
C 1.46 1.57 -1.34
C 0.61 2.63 -0.99
C 1.04 3.94 -1.10
C 2.32 4.21 -1.59
C 3.17 3.18 -1.93
C 2.75 1.86 -1.80
C -0.74 -0.70 -1.79
C -1.15 -2.03 -1.64
C -2.39 -2.46 -2.10
C -3.23 -1.56 -2.75
C -2.81 -0.25 -2.94
C -1.56 0.19 -2.48
H 4.87 -3.45 -3.71
H 4.67 -3.56 -1.22
H 3.00 -2.19 -0.06
H 1.50 -0.78 -3.85
H 3.18 -2.17 -5.01
H -0.43 2.43 -0.68
H 0.36 4.76 -0.83
H 2.66 5.25 -1.69
H 4.19 3.37 -2.27
H 3.42 1.04 -2.07
H -0.49 -2.75 -1.15
H -2.70 -3.51 -1.97
H -4.19 -1.88 -3.15
H -3.46 0.48 -3.44
H -1.23 1.22 -2.66
```

Results
gap between HOMO and LUMO (alpha / beta) = 6.861 / 3.238 eV
energy relative to the best compared isomer or geometry (same formula, charge and spin) = 0.0 kJ/mol
total charge = +3
<S²> = 2.04
spin multiplicity = 3



# 4
Formula: C2H8N4
Source: the Open Molecules 2025 dataset
Level of theory: the ωB97M-V functional and the def2-TZVPD basis

```
14
Properties=species:S:1:pos:R:3
C -0.99 0.03 -1.04
N 0.47 -0.88 0.76
C 0.41 -0.28 -0.49
N 1.49 -0.44 1.64
N -1.82 0.58 0.05
N 1.44 0.02 -1.21
H -0.47 -0.93 1.18
H 1.32 0.53 1.91
H 2.41 -0.44 1.19
H 2.27 -0.32 -0.73
H -2.74 0.80 -0.32
H -1.42 1.48 0.32
H -1.43 -0.90 -1.40
H -0.93 0.75 -1.86
```

Results
gap between HOMO and LUMO = 10.018 eV
energy relative to the best compared isomer or geometry (same formula, charge and spin) = 129.4 kJ/mol
SMILES = [H]/N=C(/CN)NN



# 5
Formula: H17O9
Source: the Open Molecules 2025 dataset
Level of theory: the ωB97M-V functional and the def2-TZVPD basis

```
26
Properties=species:S:1:pos:R:3
O 0.27 1.91 0.05
H 1.38 -0.38 3.36
H -0.56 1.68 -0.38
O -2.03 -0.22 0.06
H -1.23 0.29 0.23
O 0.90 2.30 -3.33
H 1.35 2.78 -2.63
H 0.51 1.51 -2.89
O -2.38 -1.03 2.74
H 0.77 2.28 -0.67
H -2.11 -1.03 1.82
O -0.08 0.00 -1.94
H -0.26 -0.43 -2.76
H -1.86 -0.38 3.21
O 2.41 -0.01 -1.53
H 2.58 0.80 -2.02
H 1.35 0.03 -1.46
O 0.48 -0.07 3.49
H 0.65 0.81 3.13
H -1.80 -0.43 -0.87
O -1.96 -3.56 -0.65
H -1.16 -3.26 -1.10
H -2.44 -2.74 -0.62
O 2.25 0.46 1.48
H 2.71 0.60 0.66
H 1.37 0.29 1.14
```

Results
gap between HOMO and LUMO = 9.069 eV
energy relative to the best compared isomer or geometry (same formula, charge and spin) = 108.1 kJ/mol
total charge = -1



# 6
Formula: C26H32F3O5S2
Source: the Open Molecules 2025 dataset
Level of theory: the ωB97M-V functional and the def2-TZVPD basis

```
68
Properties=species:S:1:pos:R:3
O -0.07 -0.28 -0.07
H 0.55 -0.02 0.55
F -2.68 -2.81 6.12
C -2.65 -1.85 5.14
C -1.66 -1.96 4.06
C -1.67 -0.90 3.11
C -2.36 0.26 3.29
C -3.26 0.36 4.40
C -3.48 -0.72 5.19
H -1.03 -2.83 3.93
H -1.08 -1.04 2.37
H -2.35 1.28 2.73
H -3.88 1.30 4.58
H -4.37 -0.75 5.93
F -1.01 -1.64 -6.97
C -1.00 -0.82 -5.80
C -1.22 0.50 -6.07
C -1.07 1.34 -4.90
C -0.88 0.81 -3.62
C -0.67 -0.64 -3.45
C -0.66 -1.37 -4.65
H -1.29 0.91 -7.00
H -1.21 2.30 -4.89
H -0.75 1.50 -2.79
H -0.45 -1.07 -2.44
H -0.74 -2.63 -4.40
F -1.86 -7.00 -2.07
C -1.61 -5.71 -1.56
C -2.57 -5.13 -0.60
C -2.26 -3.93 -0.02
C -1.07 -3.37 -0.35
C -0.18 -3.85 -1.32
C -0.41 -5.08 -1.89
H -3.45 -5.57 -0.27
H -2.91 -3.71 0.71
H -0.90 -2.34 0.03
H 0.68 -3.23 -1.56
H 0.35 -5.38 -2.60
C 0.22 3.06 0.80
C -1.24 2.81 0.33
C -1.75 3.97 -0.28
S -1.07 5.31 0.56
O -1.99 5.63 1.62
O -0.66 6.29 -0.40
C 0.44 4.50 1.17
H 0.80 2.67 -0.20
H 0.53 2.49 1.67
H -1.78 2.71 1.33
H -1.40 2.04 -0.28
H -2.81 4.20 -0.09
H -1.48 3.80 -1.30
H 0.67 4.53 2.31
H 1.17 4.97 0.71
C 3.80 0.19 1.77
C 5.24 -0.23 1.27
C 5.78 0.73 0.36
S 4.30 1.17 -0.57
O 4.45 0.45 -1.85
O 4.03 2.54 -0.66
C 3.06 0.37 0.43
H 3.95 0.98 2.33
H 3.66 -0.63 2.52
H 5.34 -1.24 0.71
H 5.76 -0.51 2.10
H 6.75 0.37 -0.42
H 6.01 1.60 0.77
H 2.99 -0.63 0.17
H 2.34 0.96 0.28
```

Results
gap between HOMO and LUMO = 6.672 eV
total charge = -1